Record 1
The following is a quantum chemistry calculation of a molecular structure, C45H31CsN4O in a non-equilibrium geometry, from OMol25.

Each line ends with the Löwdin charge.
Element x y z (Å)
Cs 0.288 1.342 -1.464  1.136
C -7.268 -0.850 -2.920  -0.117
C -7.119 -0.627 -1.531  -0.107
C -5.862 -0.380 -0.956  -0.016
C -4.730 -0.365 -1.816  -0.182
C -4.914 -0.297 -3.193  -0.060
C -6.158 -0.560 -3.728  -0.117
C -3.331 -0.294 -1.259  -0.083
C -3.079 0.762 -0.346  -0.323
C -3.746 2.054 -0.340  -0.062
C -3.136 2.842 0.591  -0.061
C -2.143 2.013 1.288  -0.253
N -2.123 0.763 0.630  0.094
C -1.276 2.445 2.351  -0.062
C 0.118 2.017 2.510  -0.222
C 1.011 2.257 3.672  -0.050
C 2.177 1.566 3.419  -0.048
C 2.082 1.014 2.065  -0.238
C 3.104 0.216 1.368  -0.053
C 4.497 0.472 1.966  -0.165
C 5.251 -0.393 2.763  -0.050
C 6.465 -0.056 3.321  -0.109
C 7.027 1.203 3.064  -0.116
C 6.269 2.114 2.325  -0.102
C 5.020 1.789 1.792  -0.017
C 2.890 -0.695 0.351  -0.268
N 1.614 -1.158 -0.076  0.076
C 1.841 -2.126 -1.012  -0.238
C 0.826 -2.961 -1.645  -0.073
C 1.186 -4.279 -2.256  -0.183
C 0.819 -5.513 -1.623  -0.024
C 1.237 -6.719 -2.151  -0.106
C 1.968 -6.719 -3.366  -0.136
C 2.375 -5.550 -3.919  -0.131
C 1.979 -4.318 -3.399  -0.051
C -0.505 -2.505 -1.853  -0.255
C -1.448 -3.086 -2.796  -0.036
C -2.615 -2.363 -2.682  -0.031
C -2.404 -1.304 -1.658  -0.237
N -1.104 -1.433 -1.198  0.048
C 3.284 -2.136 -1.342  -0.026
C 3.926 -1.297 -0.463  -0.034
N 0.852 1.350 1.550  0.039
C -1.807 3.455 3.269  -0.177
C -0.987 4.544 3.712  -0.036
C -1.364 5.329 4.809  -0.111
C -2.616 5.156 5.354  -0.142
C -3.502 4.231 4.822  -0.105
C -3.145 3.432 3.732  -0.023
H -8.225 -1.239 -3.405  0.106
H -8.042 -0.662 -0.928  0.091
H -5.764 -0.144 0.080  0.106
H -4.051 -0.131 -3.848  0.128
H -6.251 -0.598 -4.787  0.080
H -4.505 2.392 -1.037  0.096
H -3.410 3.890 0.826  0.104
H 0.738 2.777 4.594  0.084
H 3.038 1.458 4.022  0.075
H 4.826 -1.355 2.911  0.105
H 6.999 -0.732 3.976  0.089
H 8.032 1.414 3.459  0.091
H 6.648 3.144 2.128  0.103
H 4.493 2.533 1.265  0.106
H 0.125 -5.574 -0.794  0.113
H 0.947 -7.663 -1.639  0.100
H 2.272 -7.693 -3.858  0.104
H 3.016 -5.465 -4.823  0.106
H 2.360 -3.433 -3.933  0.127
H -1.267 -3.909 -3.489  0.097
H -3.509 -2.543 -3.273  0.083
H 3.743 -2.811 -2.072  0.084
H 4.980 -1.064 -0.445  0.096
H -0.062 4.731 3.132  0.124
H -0.708 6.122 5.156  0.092
H -2.883 5.772 6.225  0.093
H -4.483 4.175 5.249  0.083
H -3.841 2.709 3.343  0.109
C 2.634 1.854 -3.977  -0.462
O 1.662 2.501 -3.276  -0.764
H 2.213 1.235 -4.754  0.025
H 3.312 1.264 -3.327  0.038
H 3.237 2.663 -4.432  0.032

Computed properties:
2S+1: 1
HOMO-LUMO gap (alpha / beta) in eV: 4.8 / 5.1
Energy relative to the best compared isomer or geometry (same formula, charge and spin) in eV: 0.000
LUMO level (alpha / beta) in eV: 3.95 / 4.04
Charge: -2

Record 2
The following is a quantum chemistry calculation of a molecular structure, C45H31N6O2S3W, from OMol25.

Each line ends with the Löwdin spin population.
Element x y z (Å)
W 0.038 -0.612 0.229  0.998
S -5.363 3.155 3.009  -0.002
C -4.841 4.631 3.684  -0.001
C -3.491 4.777 3.594  0.000
C -2.866 3.667 2.979  -0.001
C -3.753 2.689 2.607  0.000
C -3.481 1.407 1.951  0.026
C -2.201 1.104 1.532  0.124
N -1.866 -0.065 0.915  0.103
C -2.878 -0.987 0.734  0.090
C -4.209 -0.740 1.110  0.005
C -5.179 -1.764 0.812  0.003
C -4.835 -2.902 0.172  -0.018
C -3.479 -3.148 -0.236  0.017
C -3.047 -4.279 -0.911  0.048
C -1.695 -4.415 -1.272  0.031
C -0.827 -3.384 -0.951  0.065
N -1.209 -2.273 -0.297  0.074
C -2.520 -2.167 0.084  0.059
C -1.187 -5.593 -1.975  -0.001
C 0.073 -5.805 -2.474  0.009
C 0.215 -7.070 -3.091  0.000
C -0.932 -7.801 -3.053  0.008
S -2.197 -6.957 -2.281  0.000
C -4.507 0.466 1.726  0.136
H -5.556 5.317 4.108  0.000
H -2.962 5.643 3.961  0.000
H -1.797 3.601 2.837  0.000
H -1.391 1.801 1.683  0.006
H -6.205 -1.590 1.108  0.000
H -5.581 -3.653 -0.052  -0.001
H -3.764 -5.049 -1.165  0.003
H 0.218 -3.425 -1.223  0.003
H 0.879 -5.087 -2.414  0.000
H 1.130 -7.422 -3.542  0.000
H -1.101 -8.791 -3.445  0.000
H -5.525 0.671 2.028  0.008
N 1.934 6.330 -1.205  0.001
C 1.739 7.458 -1.971  0.002
C 2.382 8.691 -2.007  0.000
C 1.904 9.603 -2.923  0.002
C 0.826 9.305 -3.776  0.000
C 0.194 8.083 -3.739  0.001
C 0.663 7.143 -2.818  0.001
N 0.231 5.859 -2.571  0.006
C 1.002 5.412 -1.616  -0.001
C 0.860 4.073 -1.060  0.015
C -0.052 3.199 -1.660  -0.003
C -0.196 1.939 -1.140  0.023
N 0.499 1.511 -0.069  0.011
C 1.383 2.333 0.506  0.014
C 1.583 3.616 0.043  -0.003
H 2.656 6.202 -0.520  0.000
H 3.211 8.928 -1.354  0.000
H 2.369 10.577 -2.991  0.000
H 0.493 10.059 -4.476  0.000
H -0.634 7.846 -4.392  0.000
H -0.623 3.524 -2.517  -0.001
H -0.892 1.213 -1.556  0.008
H 1.932 1.937 1.349  0.001
H 2.302 4.238 0.557  0.000
N 0.820 -1.165 1.652  -0.001
C 0.885 -1.722 2.928  0.009
C 0.354 -2.994 3.139  -0.003
C 0.413 -3.546 4.408  0.001
C 0.996 -2.843 5.452  -0.004
C 1.528 -1.580 5.231  0.001
C 1.481 -1.013 3.968  -0.004
H -0.097 -3.533 2.316  0.000
H 0.002 -4.532 4.581  0.000
H 1.040 -3.281 6.440  0.000
H 1.986 -1.035 6.045  0.000
H 1.901 -0.034 3.781  0.000
O 5.850 -6.040 -0.396  0.000
C 5.711 -5.241 -1.471  0.001
O 6.440 -5.365 -2.412  0.002
C 4.624 -4.208 -1.429  0.007
C 4.358 -3.524 -2.615  -0.001
C 3.370 -2.563 -2.665  0.008
C 2.626 -2.250 -1.522  0.008
S 1.375 -1.012 -1.769  0.096
C 2.893 -2.919 -0.337  0.009
C 3.886 -3.889 -0.296  -0.001
H 5.160 -5.877 0.255  0.000
H 4.940 -3.764 -3.494  0.000
H 3.170 -2.046 -3.594  0.000
H 2.345 -2.691 0.568  0.002
H 4.069 -4.363 0.662  0.000

Computed properties:
2S+1: 3
HOMO-LUMO gap (alpha / beta) in eV: 5.3 / 6.5
⟨S²⟩: 2.039
Energy relative to the best compared isomer or geometry (same formula, charge and spin) in eV: 0.583
LUMO level (alpha / beta) in eV: -3.30 / -3.88
Charge: +1

Record 3
The following is a quantum chemistry calculation of a molecular structure, C45H34N6P2S2Se3Y, from OMol25.

Each line ends with the Löwdin charge.
Element x y z (Å)
Y -2.638 1.287 0.071  1.057
S -1.714 0.598 4.795  0.968
C -2.943 -0.530 4.409  -0.440
C -3.353 -0.405 3.119  -0.241
C -2.689 0.625 2.366  -0.302
C -1.761 1.238 3.166  -0.554
C -0.894 2.354 2.778  -0.303
C 0.112 2.869 3.597  -0.042
C 0.863 3.940 3.151  -0.069
C 0.600 4.481 1.903  -0.064
C -0.402 3.906 1.143  -0.169
N -1.130 2.871 1.561  0.021
H -3.287 -1.223 5.166  0.059
H -4.116 -1.051 2.700  0.087
H 0.300 2.424 4.565  0.085
H 1.646 4.352 3.778  0.104
H 1.168 5.316 1.514  0.100
H -0.645 4.278 0.156  0.058
S -3.113 3.912 -0.944  0.526
C -2.617 3.101 -2.396  -0.801
C -2.730 3.668 -3.678  -0.103
C -2.395 2.920 -4.782  -0.081
C -1.941 1.609 -4.622  -0.081
C -1.832 1.126 -3.340  -0.162
N -2.140 1.850 -2.257  -0.134
H -3.101 4.680 -3.761  0.095
H -2.496 3.341 -5.776  0.101
H -1.690 0.983 -5.468  0.094
H -1.492 0.112 -3.150  0.100
Se 3.371 -3.051 0.130  0.339
P 3.364 -0.966 -0.190  0.549
C 4.149 -0.084 1.194  -0.338
C 5.231 0.773 1.029  -0.070
C 5.789 1.404 2.136  -0.086
C 5.261 1.191 3.399  -0.093
C 4.171 0.341 3.565  -0.078
C 3.621 -0.300 2.467  -0.090
C 4.330 -0.506 -1.668  -0.353
C 3.914 0.442 -2.600  -0.073
C 4.704 0.713 -3.711  -0.081
C 5.911 0.055 -3.891  -0.094
C 6.332 -0.887 -2.960  -0.084
C 5.541 -1.175 -1.859  -0.119
C 1.776 -0.148 -0.332  -0.431
C 0.437 -0.524 -0.231  -0.430
N -0.278 0.622 -0.307  -0.108
N 0.567 1.636 -0.471  -0.025
N 1.798 1.199 -0.473  0.011
P -0.413 -2.106 -0.174  0.587
Se -2.525 -1.928 -0.304  0.322
C 0.047 -2.849 1.420  -0.367
C -0.055 -2.001 2.524  -0.091
C 0.156 -2.497 3.804  -0.077
C 0.462 -3.838 3.989  -0.082
C 0.556 -4.683 2.892  -0.084
C 0.349 -4.193 1.612  -0.122
C 0.195 -3.013 -1.626  -0.369
C 0.789 -2.311 -2.671  -0.095
C 1.182 -2.977 -3.825  -0.070
C 0.981 -4.344 -3.944  -0.084
C 0.356 -5.040 -2.918  -0.077
C -0.048 -4.377 -1.771  -0.101
H 5.631 0.956 0.039  0.102
H 6.635 2.069 2.006  0.100
H 5.696 1.690 4.258  0.098
H 3.753 0.173 4.551  0.103
H 2.786 -0.980 2.591  0.090
H 2.988 0.975 -2.446  0.085
H 4.372 1.448 -4.436  0.103
H 6.522 0.273 -4.759  0.099
H 7.271 -1.410 -3.101  0.101
H 5.843 -1.934 -1.147  0.078
H -0.318 -0.957 2.392  0.092
H 0.070 -1.827 4.651  0.083
H 0.624 -4.226 4.988  0.100
H 0.802 -5.729 3.032  0.102
H 0.467 -4.856 0.768  0.082
H 0.963 -1.246 -2.589  0.095
H 1.652 -2.420 -4.627  0.105
H 1.300 -4.865 -4.839  0.100
H 0.176 -6.105 -3.016  0.103
H -0.576 -4.920 -1.000  0.098
Se -4.935 0.424 -1.514  0.515
C -6.519 1.006 -0.630  -0.684
C -7.690 0.248 -0.697  -0.143
C -8.828 0.692 -0.044  -0.183
N -8.898 1.823 0.665  0.023
C -7.778 2.548 0.715  -0.175
C -6.589 2.196 0.096  -0.133
H -7.693 -0.682 -1.252  0.085
H -9.742 0.103 -0.084  0.092
H -7.841 3.475 1.281  0.095
H -5.731 2.851 0.151  0.048

Computed properties:
2S+1: 1
HOMO-LUMO gap in eV: 6.8
Energy relative to the best compared isomer or geometry (same formula, charge and spin) in eV: 0.277
LUMO level in eV: 2.16
Charge: -1

Record 4
The following is a quantum chemistry calculation of a molecular structure, C45H35Cl2N7O6PW in a non-equilibrium geometry, from OMol25.

Each line ends with the Löwdin spin population.
Element x y z (Å)
W -0.182 -0.016 0.395  1.415
Cl 4.639 4.211 -2.166  -0.002
C 3.604 3.394 -1.066  -0.003
C 2.717 2.445 -1.551  0.006
C 1.866 1.802 -0.663  -0.001
N 0.960 0.813 -0.986  0.047
C 0.192 0.924 -2.148  0.012
O -0.407 1.959 -2.424  0.012
C 0.290 -0.238 -3.048  0.000
C -0.117 -0.101 -4.378  -0.001
C 0.204 -1.097 -5.278  0.001
C 0.907 -2.198 -4.809  -0.001
C 1.208 -2.272 -3.457  0.001
N 0.922 -1.324 -2.578  0.001
C 1.902 2.104 0.720  0.006
C 2.809 3.042 1.195  -0.003
C 3.650 3.689 0.299  0.005
Cl 4.758 4.868 0.880  0.002
N 0.924 1.386 1.429  0.021
C 0.686 1.702 2.761  0.033
O 1.418 2.315 3.522  0.072
C -0.674 1.264 3.106  0.031
C -1.373 1.901 4.124  -0.004
C -2.724 1.662 4.279  0.029
C -3.323 0.741 3.406  -0.001
C -2.570 0.112 2.447  0.028
N -1.243 0.359 2.236  0.023
H 2.697 2.199 -2.601  0.001
H -0.640 0.797 -4.668  0.000
H -0.069 -1.011 -6.320  0.000
H 1.223 -2.982 -5.475  0.000
H 1.720 -3.145 -3.076  0.000
H 2.855 3.276 2.246  0.000
H -0.829 2.600 4.740  -0.001
H -3.304 2.173 5.029  0.002
H -4.375 0.508 3.479  0.000
H -3.034 -0.634 1.812  0.002
O -2.466 -2.611 -1.698  0.023
C -1.385 -2.433 -1.163  0.016
O -1.059 -1.286 -0.631  0.112
C -0.338 -3.496 -1.111  0.004
C -0.620 -4.659 -1.835  0.002
C 0.302 -5.680 -1.939  0.000
C 1.527 -5.560 -1.299  0.001
C 1.802 -4.436 -0.544  -0.001
C 0.887 -3.385 -0.440  0.000
P 1.411 -1.981 0.617  0.020
C 3.029 -1.434 -0.035  0.003
C 3.731 -2.004 -1.087  0.000
C 4.955 -1.482 -1.468  0.000
C 5.480 -0.379 -0.818  0.000
C 4.793 0.189 0.243  0.000
C 3.580 -0.341 0.637  0.000
C 1.983 -3.022 2.039  0.004
C 3.201 -2.811 2.678  0.000
C 3.682 -3.742 3.586  0.000
C 2.946 -4.872 3.894  0.000
C 1.699 -5.050 3.317  0.000
C 1.225 -4.139 2.392  0.000
H -1.577 -4.718 -2.333  0.000
H 0.070 -6.561 -2.517  0.000
H 2.265 -6.343 -1.383  0.000
H 2.744 -4.364 -0.018  0.000
H 3.337 -2.860 -1.608  0.000
H 5.495 -1.943 -2.280  0.000
H 6.425 0.034 -1.134  0.000
H 5.200 1.049 0.753  0.000
H 3.063 0.078 1.494  0.000
H 3.804 -1.946 2.447  0.000
H 4.647 -3.586 4.039  0.000
H 3.342 -5.614 4.569  0.000
H 1.101 -5.912 3.569  0.000
H 0.277 -4.320 1.908  0.000
C -2.706 -3.457 2.959  0.000
C -1.493 -2.578 2.863  0.002
N -0.950 -2.202 4.027  0.001
O -1.012 -2.220 1.782  0.011
H -2.458 -4.379 3.481  0.000
H -3.069 -3.693 1.962  0.000
H -3.492 -2.952 3.517  0.000
H -0.126 -1.619 4.042  0.000
H -1.336 -2.501 4.907  0.000
N -6.477 1.106 -1.138  0.000
C -5.504 0.728 -0.293  -0.001
O -5.644 -0.093 0.589  -0.001
C -4.188 1.445 -0.425  0.000
C -4.084 2.837 -0.421  0.020
C -2.817 3.394 -0.286  -0.001
C -1.719 2.574 -0.124  0.021
N -1.806 1.222 -0.142  0.009
C -3.033 0.690 -0.324  0.019
H -7.380 0.662 -1.066  0.000
H -6.301 1.695 -1.934  0.000
H -4.966 3.454 -0.486  0.001
H -2.687 4.465 -0.279  0.000
H -0.729 2.993 0.044  0.001
H -3.104 -0.395 -0.396  0.001

Computed properties:
2S+1: 3
HOMO-LUMO gap (alpha / beta) in eV: 6.0 / 6.4
⟨S²⟩: 2.023
LUMO level (alpha / beta) in eV: -3.25 / -3.67
Charge: +1

Record 5
The following is a quantum chemistry calculation of a molecular structure, C45H35N5O6P3Se2Ti in a non-equilibrium geometry, from OMol25.

Each line ends with the Löwdin charge.
Element x y z (Å)
Ti -0.762 1.491 -0.844  0.632
O 0.519 -1.348 -5.747  0.123
C -0.283 -2.107 -5.012  -0.502
O -0.646 -3.199 -5.375  0.089
C -0.732 -1.551 -3.705  -0.035
C -1.583 -2.219 -2.825  0.028
N -1.782 -1.411 -1.778  0.030
N -1.119 -0.277 -1.918  -0.094
C -0.472 -0.328 -3.067  -0.131
C 0.328 0.913 -3.414  -0.535
O 0.901 0.993 -4.493  0.078
O 0.268 1.821 -2.505  -0.166
H 0.709 -0.463 -5.320  0.073
H -2.040 -3.189 -2.908  0.138
H -2.330 -1.474 -0.910  0.049
Se 4.861 -1.077 2.705  0.290
P 3.278 -2.123 1.783  0.550
C 3.771 -3.260 0.453  -0.366
C 5.113 -3.542 0.262  -0.096
C 5.504 -4.408 -0.756  -0.082
C 4.554 -4.984 -1.581  -0.089
C 3.204 -4.699 -1.394  -0.077
C 2.816 -3.841 -0.382  -0.114
C 2.444 -3.200 2.997  -0.332
C 2.179 -4.545 2.763  -0.074
C 1.636 -5.336 3.771  -0.087
C 1.363 -4.791 5.014  -0.092
C 1.638 -3.451 5.257  -0.074
C 2.182 -2.666 4.258  -0.115
C 2.118 -1.033 0.898  -0.394
C 1.067 -0.170 1.146  -0.421
N 0.868 0.497 -0.038  -0.151
N 1.773 0.058 -0.938  -0.019
N 2.515 -0.843 -0.401  0.015
P 0.072 0.476 2.551  1.029
Se -2.448 0.499 0.641  0.212
C -0.579 -1.011 3.387  -0.403
C -1.124 -0.877 4.663  -0.117
C -1.796 -1.934 5.264  -0.093
C -1.962 -3.131 4.583  -0.102
C -1.450 -3.265 3.299  -0.088
C -0.766 -2.216 2.708  -0.116
C 1.470 1.061 3.630  -0.354
C 1.828 0.587 4.887  -0.134
C 2.936 1.098 5.553  -0.099
C 3.697 2.101 4.975  -0.107
C 3.330 2.606 3.735  -0.092
C 2.225 2.096 3.075  -0.108
H 5.845 -3.070 0.907  0.054
H 6.555 -4.618 -0.907  0.099
H 4.859 -5.651 -2.378  0.098
H 2.460 -5.134 -2.049  0.102
H 1.767 -3.604 -0.249  0.109
H 2.408 -4.991 1.806  0.091
H 1.442 -6.385 3.582  0.099
H 0.945 -5.411 5.798  0.101
H 1.432 -3.020 6.229  0.107
H 2.448 -1.637 4.452  0.052
H -1.045 0.070 5.184  0.106
H -2.210 -1.811 6.257  0.098
H -2.500 -3.950 5.044  0.096
H -1.586 -4.192 2.755  0.103
H -0.386 -2.321 1.699  0.093
H 1.244 -0.193 5.359  0.078
H 3.212 0.696 6.521  0.100
H 4.573 2.484 5.483  0.097
H 3.906 3.402 3.279  0.102
H 1.943 2.501 2.109  0.104
O -1.718 5.196 0.492  0.101
C -1.878 4.085 0.069  -0.650
O -0.938 3.120 0.109  -0.268
C -3.162 3.657 -0.653  -0.256
P -2.496 2.949 -2.213  1.064
C -3.811 2.519 -3.377  -0.366
C -5.126 2.318 -2.972  -0.078
C -6.088 1.916 -3.891  -0.084
C -5.738 1.709 -5.216  -0.091
C -4.422 1.896 -5.624  -0.078
C -3.459 2.289 -4.708  -0.089
C -1.868 4.529 -2.912  -0.325
C -0.532 4.887 -2.761  -0.069
C -0.082 6.121 -3.215  -0.065
C -0.959 7.004 -3.823  -0.088
C -2.296 6.654 -3.976  -0.085
C -2.746 5.425 -3.523  -0.086
H -3.811 4.519 -0.790  0.099
H -3.636 2.866 -0.070  0.018
H -5.400 2.476 -1.936  0.105
H -7.110 1.765 -3.568  0.101
H -6.488 1.396 -5.931  0.099
H -4.143 1.728 -6.656  0.104
H -2.432 2.427 -5.029  0.115
H 0.163 4.204 -2.294  0.096
H 0.961 6.385 -3.092  0.106
H -0.605 7.963 -4.179  0.099
H -2.989 7.342 -4.443  0.099
H -3.791 5.163 -3.643  0.107

Computed properties:
2S+1: 1
HOMO-LUMO gap (alpha / beta) in eV: 6.5 / 6.5
Energy relative to the best compared isomer or geometry (same formula, charge and spin) in eV: 0.728
LUMO level (alpha / beta) in eV: 1.85 / 1.85
Charge: -1